(1)
Entry from the OMol25 dataset: a molecular structure, C13H26OP2SeZn at a distorted geometry (ωB97M-V/def2-TZVPD).

XYZ file:
```
44
Properties=species:S:1:pos:R:3:nbo_charge:R:1
Zn -2.38 -0.72 -0.49 1.29
H 0.53 2.27 -2.22 0.00
H 0.79 1.71 -2.66 0.00
P -2.30 1.64 0.33 0.71
P -0.79 -1.87 -2.01 0.71
C -0.31 -3.46 -1.25 -0.96
H -0.16 -4.20 -2.05 0.22
H 0.62 -3.31 -0.68 0.27
H -1.10 -3.80 -0.56 0.22
C -2.11 -2.42 -3.17 -0.95
H -2.36 -1.54 -3.79 0.25
H -1.76 -3.24 -3.81 0.23
H -2.99 -2.72 -2.59 0.23
C 0.61 -1.66 -3.19 -0.92
H 1.55 -1.53 -2.63 0.26
H 0.68 -2.56 -3.82 0.22
H 0.44 -0.77 -3.82 0.24
C -4.08 1.91 -0.08 -0.95
H -4.47 2.82 0.40 0.23
H -4.13 2.01 -1.18 0.25
H -4.65 1.03 0.23 0.22
C -2.36 1.72 2.16 -0.96
H -1.33 1.79 2.54 0.27
H -2.94 2.61 2.44 0.22
H -2.84 0.81 2.56 0.22
C -1.63 3.32 -0.03 -0.92
H -1.61 3.48 -1.12 0.24
H -2.28 4.06 0.46 0.22
H -0.60 3.39 0.37 0.27
C -1.55 -1.51 1.22 0.35
O -1.36 -2.08 2.21 -0.42
H -2.21 0.26 -1.78 -0.44
Se 1.12 -0.03 1.01 -0.46
C 2.86 0.11 1.64 -0.20
C 4.09 0.40 0.94 -0.25
C 5.34 0.45 1.62 -0.22
C 5.41 0.28 3.03 -0.26
C 4.20 0.07 3.74 -0.21
C 2.99 0.01 3.07 -0.25
H 4.09 0.52 -0.16 0.21
H 6.30 0.63 1.08 0.21
H 6.37 0.34 3.57 0.21
H 4.23 -0.06 4.84 0.20
H 2.07 -0.17 3.65 0.21
```

Values from the calculation:
Net charge = 0
Spin multiplicity = 1
Relative energy (zero: lowest compared OMol25 entry of this formula, charge and spin) = 0.0 kJ/mol
HOMO-LUMO gap (spin up / spin down) = 0.165 / 0.165 Eh



(2)
Entry from the OMol25 dataset: 4 unconnected molecules or ions with the total composition C13H27BF7IO14P3 at a distorted geometry (ωB97M-V/def2-TZVPD).

XYZ file:
```
66
Properties=species:S:1:pos:R:3:nbo_charge:R:1
O 8.13 -3.47 -5.55 -0.72
C 8.06 -2.25 -5.79 0.40
O 8.94 -1.41 -5.52 -0.73
B 6.71 -1.69 -6.43 0.44
I 6.72 0.37 -7.01 -0.04
C 5.36 -2.57 -6.62 0.32
F 4.51 -2.12 -7.58 -0.34
F 5.78 -3.79 -7.04 -0.30
C 4.61 -2.81 -5.28 0.56
F 4.02 -4.02 -5.36 -0.31
F 5.42 -2.84 -4.23 -0.27
C 3.46 -1.78 -5.00 0.92
F 2.28 -2.33 -5.28 -0.31
F 3.61 -0.62 -5.60 -0.30
F 3.44 -1.53 -3.68 -0.33
C 1.39 0.52 -3.29 -0.27
O 0.07 0.94 -2.82 -0.73
P -0.85 1.97 -3.74 2.45
O -1.39 2.85 -2.67 -1.06
O -1.93 0.80 -4.13 -0.83
C -1.49 -0.46 -4.63 -0.25
O -1.17 2.90 -5.06 -0.79
C -2.47 2.87 -5.64 -0.23
H 2.12 0.73 -2.51 0.20
H 1.37 -0.55 -3.47 0.20
H 1.69 1.03 -4.20 0.18
H -1.38 -1.16 -3.81 0.19
H -0.54 -0.38 -5.17 0.17
H -2.25 -0.84 -5.32 0.19
H -3.24 2.89 -4.87 0.20
H -2.59 1.99 -6.27 0.18
H -2.55 3.75 -6.26 0.19
C -1.26 -0.62 2.59 -0.27
O -2.12 -1.38 1.69 -0.75
P -3.76 -1.25 1.79 2.50
O -4.22 -2.64 1.64 -1.07
O -3.88 -0.43 0.39 -0.84
C -2.99 0.66 0.11 -0.25
O -5.00 -0.50 2.53 -0.80
C -6.08 0.00 1.73 -0.23
H -0.57 -1.30 3.08 0.19
H -0.68 0.09 2.00 0.18
H -1.82 -0.08 3.34 0.21
H -2.13 0.30 -0.45 0.20
H -2.66 1.16 1.02 0.16
H -3.52 1.39 -0.51 0.20
H -6.36 -0.73 0.97 0.20
H -5.82 0.94 1.27 0.18
H -6.91 0.17 2.41 0.19
C 1.98 1.60 7.07 -0.27
O 0.62 1.72 6.56 -0.74
P -0.52 0.58 6.92 2.48
O -1.22 0.41 5.64 -1.06
O -1.32 1.62 7.90 -0.83
C -0.63 2.41 8.86 -0.25
O -0.95 -0.73 7.78 -0.80
C -2.18 -0.74 8.50 -0.23
H 2.67 1.66 6.23 0.20
H 2.18 2.42 7.75 0.19
H 2.15 0.66 7.59 0.18
H -0.38 3.38 8.43 0.19
H 0.28 1.92 9.21 0.16
H -1.29 2.57 9.71 0.19
H -2.98 -0.31 7.90 0.20
H -2.08 -0.19 9.44 0.18
H -2.40 -1.78 8.73 0.20
```

Values from the calculation:
Net charge = -1
Spin multiplicity = 1
HOMO-LUMO gap = 0.184 Eh



(3)
Entry from the OMol25 dataset: a gas-phase ion, C13H27BFN4O6 (charge +1) at a distorted geometry (ωB97M-V/def2-TZVPD).

XYZ file:
```
52
Properties=species:S:1:pos:R:3:nbo_charge:R:1
C 3.81 -2.17 -0.75 -0.75
C 2.90 -3.15 -0.04 0.80
O 3.30 -4.20 0.20 -0.51
O 1.64 -2.80 0.36 -0.56
C 0.66 -2.92 -0.69 -0.07
C 0.56 -1.55 -1.39 -0.45
C -0.49 -1.48 -2.49 -0.41
C -1.90 -1.91 -2.05 -0.25
N -2.26 -1.44 -0.70 0.06
F -2.74 -2.39 0.14 -0.15
C -2.21 -0.25 -0.25 0.67
N -2.55 0.17 0.98 -0.65
B -1.87 -0.47 2.19 1.15
N -2.70 -0.94 3.23 -1.06
O -0.51 -0.61 2.30 -0.91
C -2.23 1.62 1.08 0.37
C -3.38 2.57 0.64 -0.63
O -1.88 2.06 2.34 -0.69
C -1.17 1.77 -0.08 0.25
O 0.11 1.40 0.22 -0.51
C 0.96 2.48 0.62 -0.09
C 2.29 2.40 -0.23 0.08
C 3.50 2.26 0.68 -0.64
O 2.21 1.38 -1.20 -0.71
N -1.78 0.83 -1.01 -0.63
H 3.86 -2.46 -1.80 0.24
H 3.47 -1.14 -0.67 0.23
H 4.81 -2.26 -0.34 0.25
H 0.98 -3.72 -1.35 0.19
H -0.27 -3.15 -0.17 0.18
H 1.52 -1.38 -1.87 0.23
H 0.45 -0.79 -0.62 0.24
H -0.57 -0.49 -2.91 0.23
H -0.22 -2.13 -3.32 0.23
H -2.67 -1.61 -2.76 0.23
H -1.92 -3.00 -2.01 0.25
H -2.35 -0.68 4.15 0.41
H -3.66 -0.63 3.14 0.39
H -0.23 -1.54 2.37 0.53
H -3.91 2.20 -0.24 0.20
H -2.98 3.57 0.52 0.23
H -4.11 2.60 1.45 0.24
H -1.03 2.52 2.33 0.50
H -1.27 2.74 -0.56 0.19
H 1.26 2.30 1.65 0.19
H 0.49 3.45 0.48 0.18
H 2.34 3.35 -0.76 0.16
H 3.41 2.88 1.57 0.22
H 3.67 1.22 0.97 0.23
H 4.39 2.59 0.16 0.22
H 2.79 1.67 -1.92 0.48
H -2.50 1.23 -1.60 0.42
```

Values from the calculation:
Net charge = +1
Spin multiplicity = 1
HOMO-LUMO gap = 0.360 Eh